1.
DFT (wB97M-V/def2-TZVPD) results for 2 unconnected molecules or ions with the total composition C4H14N2O in a non-equilibrium geometry.

Each line ends with the Löwdin charge.
Cartesian coordinates (Å):
C  -0.093  -1.844  0.553  -0.2591
C  0.263  -0.686  1.473  -0.1748
C  0.933  0.503  0.805  -0.1171
C  -0.011  0.541  -1.862  0.0367
N  0.185  0.896  -0.416  0.1198
N  1.111  -2.256  -0.203  0.0248
H  -0.840  -1.511  -0.172  0.0974
H  -0.564  -2.702  1.031  0.1225
H  -0.621  -0.331  2.002  0.1193
H  0.933  -1.160  2.198  0.1286
H  1.967  0.312  0.478  0.1610
H  0.953  1.397  1.428  0.1356
H  0.675  1.147  -2.450  0.1235
H  -0.056  -0.512  -2.091  0.0823
H  -0.991  1.019  -2.022  0.1280
H  0.431  1.873  -0.607  0.1426
H  1.551  -3.077  0.148  0.0744
H  0.916  -2.258  -1.184  0.0517
H  -2.880  3.133  0.729  0.0544
H  -1.523  2.550  0.211  -0.0189
O  -2.339  2.966  -0.047  -0.0329

Results
- frontier orbital gap (alpha / beta) (eV) = 10.03 / 5.51
- charge = +1
- multiplicity = 2



2.
DFT (wB97M-V/def2-TZVPD) results for 2 unconnected molecules or ions with the total composition C4H14N2O in a non-equilibrium geometry.

Each line ends with the Löwdin charge.
Cartesian coordinates (Å):
N  2.283  -0.003  -0.242  -0.0477
C  1.160  -0.881  0.042  -0.2738
C  -0.011  -0.057  -0.417  -0.1496
N  -0.709  0.708  0.706  0.1506
C  -0.071  1.571  1.720  -0.1995
C  -1.248  1.956  2.775  -0.0470
H  2.138  0.412  -1.153  0.0619
H  2.435  0.754  0.497  0.1018
H  1.384  -1.937  -0.500  0.1735
H  1.092  -1.005  1.258  0.1657
H  -0.669  -0.797  -0.947  0.1415
H  0.346  0.779  -1.110  0.1540
H  -1.752  0.912  0.748  0.1820
H  0.227  2.584  1.228  0.1768
H  0.881  1.291  2.134  0.1083
H  -2.162  2.405  2.225  0.1092
H  -1.306  0.889  3.067  0.0779
H  -0.909  2.665  3.614  0.1144
H  -0.249  -3.969  -5.433  0.0453
H  -1.860  -3.918  -5.303  0.0920
O  -1.000  -4.358  -4.909  -0.1374

Results
- frontier orbital gap (alpha / beta) (eV) = 10.17 / 5.60
- charge = +1
- multiplicity = 2



3.
DFT (wB97M-V/def2-TZVPD) results for a gas-phase ion, C4H14N2O (charge +2) in a non-equilibrium geometry.

Each line ends with the Löwdin charge.
Cartesian coordinates (Å):
N  -2.291  1.876  -1.433  0.2108
C  -1.581  1.215  -0.265  -0.1153
C  -0.362  0.368  -0.731  -0.1223
C  0.236  -0.524  0.412  -0.2317
N  1.009  0.361  1.408  0.2442
C  1.208  -1.476  -0.214  -0.2019
O  1.942  -2.068  0.857  -0.0282
H  -3.312  1.783  -1.366  0.1888
H  -1.865  1.402  -2.233  0.1668
H  -2.213  2.896  -1.556  0.1909
H  -1.387  1.945  0.519  0.1404
H  -2.302  0.446  0.018  0.1400
H  -0.626  -0.303  -1.589  0.1537
H  0.394  1.082  -1.093  0.1364
H  -0.505  -1.023  1.028  0.1681
H  1.324  1.279  1.041  0.1863
H  0.574  0.521  2.317  0.1830
H  1.916  -0.081  1.607  0.1657
H  1.802  -1.106  -1.049  0.1463
H  0.633  -2.327  -0.641  0.1609
H  1.837  -3.019  0.820  0.1173

Results
- frontier orbital gap (eV) = 11.46
- charge = +2



4.
DFT (wB97M-V/def2-TZVPD) results for 3 unconnected molecules or ions with the total composition C4H14N2O2.

Each line ends with the Löwdin charge.
Cartesian coordinates (Å):
C  1.308  2.619  0.420  0.0117
C  0.384  1.743  0.018  -0.4428
N  -0.090  1.723  -1.281  0.0915
C  -0.107  0.613  0.877  -0.1576
C  0.985  -0.414  1.221  -0.2786
N  0.751  -0.951  2.566  -0.0119
H  1.718  3.332  -0.292  0.0521
H  1.700  2.653  1.429  0.0547
H  -1.026  1.382  -1.406  0.0746
H  0.237  2.397  -1.946  0.0888
H  -0.581  0.972  1.795  0.1155
H  -0.962  0.072  0.456  0.0990
H  0.906  -1.212  0.482  0.0989
H  1.967  0.022  1.109  0.0973
H  1.496  -1.594  2.805  0.0601
H  0.854  -0.182  3.216  0.0616
O  -0.552  -3.036  -2.269  -0.0563
H  -1.036  -2.785  -1.470  0.0223
H  0.315  -3.257  -1.908  0.0416
O  -3.142  -1.319  -1.917  -0.0463
H  -2.459  -0.699  -1.639  0.0123
H  -2.666  -2.079  -2.264  0.0114

Results
- frontier orbital gap (eV) = 8.69



5.
DFT (wB97M-V/def2-TZVPD) results for 3 unconnected molecules or ions with the total composition C4H14N2O2 in a non-equilibrium geometry.

Each line ends with the Löwdin charge.
Cartesian coordinates (Å):
C  -0.840  -1.129  -0.793  -0.2054
N  -0.214  -0.566  -1.968  0.2363
C  2.230  0.287  -0.764  -0.1024
O  1.611  1.185  0.317  -0.2058
C  -1.705  -0.057  -0.159  -0.4293
C  -1.673  -0.127  1.438  -0.0451
N  -1.221  1.272  -0.520  0.0544
H  -1.407  -2.020  -0.949  0.1233
H  -0.061  -1.267  -0.024  0.1409
H  -0.016  -1.378  -2.542  0.0777
H  3.268  0.142  -0.591  0.0754
H  1.873  0.716  -1.696  0.0663
H  1.807  -0.681  -0.643  0.0286
H  -2.785  -0.081  -0.503  0.1523
H  -2.624  0.400  1.709  0.0855
H  -1.798  -1.143  1.801  0.0680
H  -0.658  0.371  1.547  0.0703
H  -0.207  1.203  -0.391  0.0353
H  -1.285  1.384  -1.540  0.0854
H  1.544  0.394  1.072  0.0195
H  1.588  -1.078  2.858  -0.0269
O  1.231  -0.654  2.056  -0.3042

Results
- frontier orbital gap (eV) = 4.28



6.
DFT (wB97M-V/def2-TZVPD) results for 2 unconnected molecules or ions with the total composition C4H14N2O2 in a non-equilibrium geometry.

Each line ends with the Löwdin charge.
Cartesian coordinates (Å):
C  -1.944  0.377  -1.681  -0.1349
N  -1.113  0.315  -0.485  -0.1098
C  0.107  1.134  -0.681  -0.2316
C  1.311  0.740  0.181  -0.2190
N  1.863  -0.597  -0.023  -0.0426
C  1.170  -1.693  0.615  -0.2651
O  0.335  -2.349  -0.372  -0.0912
H  -1.432  0.468  -2.646  0.0749
H  -2.621  1.233  -1.570  0.0767
H  -2.605  -0.479  -1.684  0.0738
H  -0.803  -0.636  -0.338  0.0545
H  -0.126  2.162  -0.434  0.1072
H  0.428  1.105  -1.733  0.1073
H  2.110  1.420  -0.098  0.1109
H  1.115  0.930  1.241  0.1030
H  1.841  -0.776  -1.020  0.1119
H  1.877  -2.428  0.991  0.1125
H  0.507  -1.270  1.382  0.1207
H  0.136  -3.258  -0.087  0.0955
O  -1.402  1.983  2.211  -0.0684
H  -1.966  1.776  1.447  0.0275
H  -0.622  1.472  1.974  -0.0139

Results
- frontier orbital gap (eV) = 9.96



7.
DFT (wB97M-V/def2-TZVPD) results for 2 unconnected molecules or ions with the total composition C4H14N2O2 in a non-equilibrium geometry.

Each line ends with the Löwdin charge.
Cartesian coordinates (Å):
C  -1.005  0.932  1.765  -0.5191
N  0.449  0.000  1.727  0.1328
N  -0.790  1.396  3.026  -0.0892
O  -2.052  0.028  1.506  -0.0540
H  -2.342  -0.261  2.384  0.0865
H  -0.966  1.626  0.919  0.1145
H  -1.453  2.027  3.464  0.0135
H  0.350  -1.008  1.789  0.1007
H  1.087  0.292  0.984  0.0622
H  0.524  0.547  2.742  0.1232
C  0.769  0.679  -1.799  -0.2565
C  0.322  -0.673  -2.344  -0.2382
C  -0.170  -1.625  -1.255  -0.1055
O  1.842  0.580  -0.853  -0.1004
H  2.608  0.190  -1.289  0.0957
H  -0.049  1.150  -1.251  0.1054
H  1.058  1.349  -2.617  0.1155
H  -0.475  -0.490  -3.071  0.1106
H  1.151  -1.129  -2.898  0.1070
H  -0.971  -1.175  -0.666  0.0619
H  -0.531  -2.557  -1.691  0.0720
H  0.644  -1.877  -0.573  0.0614

Results
- frontier orbital gap (eV) = 8.23



8.
DFT (wB97M-V/def2-TZVPD) results for 4 unconnected molecules or ions with the total composition C4H14N2O5 in a non-equilibrium geometry.

Each line ends with the Löwdin charge.
Cartesian coordinates (Å):
N  0.224  1.600  1.680  0.2139
C  -0.076  0.335  2.258  -0.1232
C  -1.567  -0.048  2.081  -0.3987
N  -2.051  0.130  0.807  0.1255
C  -1.220  -0.504  -0.290  -0.1218
C  -1.641  0.241  -1.546  -0.2455
O  -0.984  1.072  -2.093  0.0987
O  -2.328  -0.262  2.985  0.2627
H  -0.002  2.402  2.276  0.1502
H  -0.207  1.747  0.773  0.1078
H  0.041  0.289  3.376  0.1637
H  0.665  -0.437  2.095  0.1468
H  -3.033  -0.201  0.756  0.1796
H  -1.460  -1.544  -0.438  0.1357
H  -0.142  -0.419  -0.131  0.1013
H  -2.691  -0.049  -1.937  0.1673
H  0.918  -1.635  -2.897  0.0839
H  0.558  -0.369  -1.977  0.0093
O  0.575  -1.327  -2.057  -0.0406
H  2.563  -1.621  -0.538  0.0021
H  1.736  -2.834  -0.059  0.0226
O  2.632  -2.506  -0.173  -0.0508
H  2.710  1.264  -1.362  0.0189
H  2.170  2.708  -1.576  0.0373
O  2.612  1.969  -2.012  -0.0467

Results
- frontier orbital gap (alpha / beta) (eV) = 10.24 / 5.00
- charge = +1
- multiplicity = 2



9.
DFT (wB97M-V/def2-TZVPD) results for 2 unconnected molecules or ions with the total composition C4H14N2OS in a non-equilibrium geometry.

Each line ends with the Löwdin charge.
Cartesian coordinates (Å):
N  -2.427  0.926  -1.234  -0.0295
C  -1.121  0.559  -1.870  -0.2309
C  -0.011  0.623  -0.788  -0.2207
N  0.578  -0.725  -0.570  -0.0698
C  0.949  -0.934  0.826  -0.3337
C  2.266  -0.310  1.290  -0.5483
S  3.649  -1.363  0.846  0.7198
H  -2.460  1.940  -1.164  0.0766
H  -3.192  0.658  -1.843  0.0683
H  -1.152  -0.459  -2.240  0.1014
H  -0.922  1.292  -2.650  0.0933
H  -0.498  0.909  0.145  0.0902
H  0.687  1.431  -1.043  0.1065
H  1.410  -0.818  -1.145  0.0972
H  1.020  -2.022  0.985  0.0952
H  0.066  -0.652  1.412  0.0958
H  2.526  0.555  0.671  0.0484
H  2.179  0.030  2.333  0.0896
H  4.264  -1.705  1.938  -0.1877
O  -2.513  0.231  1.643  -0.0740
H  -2.912  0.536  0.816  -0.0006
H  -2.384  -0.703  1.642  0.0131

Results
- frontier orbital gap (eV) = 9.78



10.
DFT (wB97M-V/def2-TZVPD) results for 2 unconnected molecules or ions with the total composition C4H14N2S2 in a non-equilibrium geometry.

Each line ends with the Löwdin charge.
Cartesian coordinates (Å):
C  1.154  -2.495  2.429  -0.5229
S  -0.358  -1.579  2.144  0.3972
S  0.174  0.300  2.768  0.4085
C  -0.958  1.353  1.736  -0.4402
H  1.960  -1.931  1.911  0.0203
H  1.501  -2.617  3.544  0.0750
H  1.153  -3.491  2.001  0.0249
H  -1.967  0.897  1.765  0.0316
H  -0.980  2.397  2.136  0.0503
H  -0.654  1.326  0.684  -0.0116
N  1.220  -0.638  -1.001  -0.0156
C  -0.064  -0.274  -1.630  -0.3117
C  -0.040  1.187  -2.076  -0.3234
N  -1.282  1.563  -2.766  -0.0136
H  1.077  -1.643  -0.821  0.0618
H  1.327  -0.170  -0.097  0.0348
H  -0.895  -0.433  -0.962  0.0744
H  -0.164  -0.938  -2.541  0.1322
H  0.314  1.882  -1.294  0.0970
H  0.777  1.276  -2.808  0.1090
H  -2.076  1.453  -2.161  0.0478
H  -1.217  2.576  -2.961  0.0743

Results
- frontier orbital gap (eV) = 8.68



11.
DFT (wB97M-V/def2-TZVPD) results for 2 unconnected molecules or ions with the total composition C4H14N3 in a non-equilibrium geometry.

Each line ends with the Löwdin charge.
Cartesian coordinates (Å):
C  -1.885  0.950  -2.068  -0.1326
C  -1.013  -1.120  -0.904  -0.5032
N  -1.238  -0.324  -2.027  -0.0665
N  -1.624  -0.803  0.310  0.0881
N  -0.057  -2.123  -0.991  0.0740
H  -1.059  -0.776  -2.900  0.1033
H  -2.427  -0.212  0.363  0.0578
H  -1.312  -1.106  1.210  0.0620
H  0.770  -1.908  -1.534  0.0611
H  0.106  -2.634  -0.152  0.0585
H  -2.182  1.123  -3.106  0.0843
H  -1.317  1.774  -1.646  0.0696
H  -2.807  0.938  -1.468  0.0646
C  2.374  1.405  1.677  -0.1781
C  1.628  0.178  2.137  -0.1828
H  3.330  1.177  1.209  0.0586
H  1.916  1.900  0.825  0.0601
H  2.630  2.110  2.463  0.0599
H  1.293  -0.393  1.258  0.0388
H  2.197  -0.558  2.721  0.0663
H  0.677  0.402  2.623  0.0560

Results
- frontier orbital gap (alpha / beta) (eV) = 4.71 / 9.68
- multiplicity = 2



12.
DFT (wB97M-V/def2-TZVPD) results for a gas-phase ion, C4H14N3 (charge +1) in a non-equilibrium geometry.

Each line ends with the Löwdin charge.
Cartesian coordinates (Å):
N  -0.551  1.867  1.370  -0.0117
C  0.769  1.763  0.728  -0.2226
C  0.583  1.032  -0.684  -0.0752
C  -0.459  -0.220  -0.417  -0.2099
N  -0.418  -0.633  1.088  0.0980
C  0.181  -1.388  -1.253  -0.2904
N  -0.600  -2.565  -1.207  -0.0177
H  -0.356  2.206  2.273  0.0923
H  -1.169  2.590  0.947  0.1463
H  1.322  1.291  1.506  0.1029
H  1.292  2.739  0.635  0.1299
H  1.606  0.565  -0.708  0.1116
H  0.557  1.720  -1.553  0.1257
H  -1.514  0.001  -0.639  0.1530
H  -1.123  -1.451  1.127  0.1731
H  -0.688  0.426  1.459  0.0847
H  0.261  -1.127  1.682  0.1578
H  1.176  -1.565  -0.820  0.1278
H  0.315  -0.966  -2.235  0.1145
H  -1.237  -2.942  -1.984  0.1304
H  0.053  -3.343  -1.315  0.0794

Results
- frontier orbital gap (eV) = 10.63
- charge = +1